DFT (wB97M-V/def2-TZVPD) results for 2 unconnected molecules or ions with the total composition C2H4N4O2 at a distorted geometry.

CARTESIAN COORDINATES (ANGSTROEM)
O -2.540 2.597 0.462
N 0.852 -0.466 -0.692
O -1.516 -2.704 0.543
H 1.098 0.735 0.850
H 2.554 0.747 -0.201
N -0.752 -1.927 0.094
H 2.249 -0.586 0.826
N -0.374 -0.886 -0.169
N -1.721 0.595 -0.468
C -2.170 1.627 -0.069
H 0.606 0.153 -1.423
C 1.714 0.115 0.248

Results
**Frontier orbital gap**: 0.2746 hartree
**ΔE to the lowest compared entry with this formula, charge and spin**: 145.7 kcal/mol
**Energy**: -12187.16906 eV
**Largest force on an atom**: 2.745 eV Å⁻¹
**HOMO level**: -8.94 eV
**Molar mass**: 116.08 u